[1]
{
  "formula": "C39H98BN5O14P",
  "method": "the ωB97M-V functional and the def2-TZVPD basis",
  "total_energy_ev": -88092.2763,
  "lumo_ev": -2.8,
  "total_charge": 1,
  "symbols": ["C", "C", "C", "C", "C", "C", "C", "C", "C", "C", "C", "N", "O", "C", "C", "C", "C", "C", "N", "B", "O", "O", "C", "C", "N", "C", "C", "N", "P", "N", "O", "O", "C", "C", "O", "C", "H", "H", "H", "H", "H", "H", "H", "H", "H", "H", "H", "H", "H", "H", "H", "H", "H", "H", "H", "H", "H", "H", "H", "H", "H", "H", "H", "H", "H", "H", "H", "H", "H", "H", "H", "H", "H", "H", "H", "H", "H", "H", "H", "H", "H", "H", "H", "H", "H", "H", "C", "C", "O", "H", "H", "H", "H", "H", "H", "C", "C", "O", "H", "H", "H", "H", "H", "H", "C", "C", "O", "H", "H", "H", "H", "H", "H", "C", "C", "O", "H", "H", "H", "H", "H", "H", "C", "C", "O", "H", "H", "H", "H", "H", "H", "C", "C", "O", "H", "H", "H", "H", "H", "H", "C", "C", "O", "H", "H", "H", "H", "H", "H", "C", "C", "O", "H", "H", "H", "H", "H", "H"],
  "xyz": [[1.2050, 2.1949, 1.5394], [0.5150, 2.6346, 0.0955], [1.5150, 2.3487, -1.2012], [0.9185, 1.0260, -2.0203], [2.1492, 0.0191, -2.5075], [1.6581, -1.0417, -3.7050], [1.7992, -2.6397, -3.2151], [3.3902, -2.9242, -3.0006], [4.4418, -1.9889, -3.8607], [5.9477, -2.6763, -4.0118], [6.4985, -2.7147, -5.5643], [7.9537, -2.2120, -5.6701], [1.1557, -2.6450, -1.9016], [-0.2919, -2.5477, -1.9199], [-1.1017, -3.6040, -2.9433], [-2.4210, -4.2403, -2.2839], [-2.7096, -5.7835, -1.9754], [-3.2618, -6.9519, -3.0415], [-2.6492, -6.2949, -0.6700], [-1.8856, -2.4654, -3.8963], [-1.8653, -2.2394, -5.3252], [-2.8362, -1.5160, -3.2023], [-2.5269, -0.1230, -3.5537], [-3.7719, 0.6536, -4.3519], [-0.0806, -4.5287, -3.6485], [-0.7618, -5.1502, -4.8407], [-0.2936, -6.5820, -5.4391], [-1.0873, -7.1652, -6.4344], [0.5930, -5.7181, -2.4420], [0.0086, -7.2230, -2.5244], [2.3173, -5.9397, -2.4660], [0.3782, -5.3297, -0.7644], [1.0545, -3.6863, -4.2933], [2.0217, -4.3421, -5.3883], [2.7312, -5.5687, -5.2407], [4.1167, -5.5596, -5.7298], [2.1558, 2.8466, 1.8057], [1.4996, 1.0595, 1.5096], [0.3826, 2.3309, 2.3842], [-0.5051, 2.0764, -0.0395], [0.2862, 3.7950, 0.1864], [2.6101, 2.0701, -0.8288], [1.5222, 3.3299, -1.8721], [0.3081, 1.4353, -2.9464], [0.2603, 0.4251, -1.2558], [2.6824, -0.5237, -1.6155], [2.9311, 0.7339, -3.0501], [2.1385, -0.8278, -4.7463], [0.5132, -0.7305, -3.8546], [3.7629, -4.0072, -3.2354], [3.6222, -2.7039, -1.8505], [4.6156, -0.9227, -3.4112], [4.0638, -1.8245, -4.9773], [6.7072, -1.9838, -3.4129], [5.9539, -3.7262, -3.4949], [6.5171, -3.8481, -5.8857], [5.8610, -2.0945, -6.3248], [8.3614, -2.7276, -6.4864], [7.9413, -1.1921, -5.9608], [-0.6399, -2.7647, -0.7958], [-0.5498, -1.4233, -2.0837], [-2.5537, -3.6782, -1.2315], [-3.4622, -3.9637, -2.8200], [-3.6900, -6.3242, -3.9633], [-4.2035, -7.4815, -2.5671], [-2.4259, -7.6872, -3.3909], [-2.9113, -7.3036, -0.6603], [-2.6986, -2.6171, -5.7717], [-1.5096, 0.0408, -4.1077], [-2.4314, 0.4650, -2.5194], [-3.4022, 1.7782, -4.4832], [-4.7492, 0.7213, -3.6958], [-4.0103, 0.1349, -5.3767], [-0.6719, -4.4374, -5.8003], [-1.9451, -5.2743, -4.7495], [0.6742, -7.1657, -5.0868], [-1.9088, -6.5196, -6.6358], [-0.4724, -7.4909, -1.6412], [2.7826, -5.3561, -1.7795], [-0.4660, -4.9085, -0.5090], [0.6027, -2.8483, -5.0286], [1.4255, -4.4676, -6.4218], [2.8317, -3.5032, -5.6648], [4.8235, -5.3482, -4.8070], [4.3589, -6.6806, -6.0596], [4.3016, -4.8580, -6.6480], [-3.5276, 1.0032, 1.3347], [-2.3988, 0.9713, 2.3442], [-1.8214, 2.2628, 2.4672], [-3.1608, 1.3349, 0.3578], [-3.9805, 0.0139, 1.2247], [-4.3021, 1.7135, 1.6419], [-1.6170, 0.2769, 2.0225], [-2.7601, 0.6531, 3.3269], [-2.5218, 2.8701, 2.7615], [3.4060, -3.9840, 1.6650], [2.0204, -3.3731, 1.7015], [1.9750, -2.2237, 0.8689], [4.1550, -3.2592, 2.0004], [3.4590, -4.8688, 2.3056], [3.6760, -4.2713, 0.6436], [1.7635, -3.0675, 2.7200], [1.2673, -4.0876, 1.3552], [2.1964, -2.5074, -0.0347], [5.0942, 3.0958, 4.7211], [4.7178, 3.3538, 3.2768], [3.8374, 4.4650, 3.1960], [4.2004, 2.8993, 5.3224], [5.7691, 2.2391, 4.8012], [5.5842, 3.9728, 5.1564], [4.2089, 2.4833, 2.8524], [5.6050, 3.5639, 2.6716], [4.3019, 5.2346, 3.5676], [-0.4932, 4.1823, 5.0011], [-1.7559, 4.8586, 5.4938], [-1.5617, 5.3465, 6.8131], [-0.2181, 3.3533, 5.6614], [-0.6278, 3.7964, 3.9868], [0.3478, 4.8834, 5.0031], [-2.5883, 4.1490, 5.5111], [-2.0303, 5.6969, 4.8461], [-0.8259, 5.9821, 6.7852], [-5.5181, -3.2029, -8.7378], [-5.0933, -4.0616, -7.5646], [-4.1313, -3.3709, -6.7812], [-4.6543, -2.9473, -9.3603], [-6.2565, -3.7229, -9.3546], [-5.9507, -2.2589, -8.3905], [-4.6418, -4.9939, -7.9163], [-5.9495, -4.3106, -6.9302], [-4.5449, -2.5487, -6.4668], [-2.7032, 9.9725, 6.4739], [-1.8716, 8.7065, 6.4783], [-0.8857, 8.7703, 5.4583], [-3.1896, 10.1100, 5.5026], [-3.4712, 9.9373, 7.2517], [-2.0719, 10.8513, 6.6410], [-2.5029, 7.8332, 6.2891], [-1.3717, 8.5688, 7.4419], [-0.3254, 9.5441, 5.6403], [-4.6340, 7.0543, 8.4082], [-4.2779, 6.1026, 9.5314], [-4.1171, 4.7876, 9.0203], [-5.5587, 6.7378, 7.9144], [-4.7660, 8.0719, 8.7863], [-3.8508, 7.0612, 7.6431], [-5.0730, 6.0823, 10.2825], [-3.3474, 6.4050, 10.0217], [-3.4031, 4.8149, 8.3603], [0.0175, 6.7008, 11.6940], [-0.5326, 7.9451, 11.0279], [-0.6653, 7.7288, 9.6307], [0.9918, 6.4363, 11.2702], [0.1302, 6.8526, 12.7711], [-0.6455, 5.8459, 11.5257], [0.1437, 8.7914, 11.1798], [-1.5127, 8.2085, 11.4372], [-1.2744, 6.9807, 9.5065]],
  "mulliken_charge": [-0.341, -0.046, -0.570, 0.300, -1.064, 0.478, 0.230, -1.085, -0.179, -0.718, -0.285, -0.686, 0.989, -1.379, 1.409, -0.654, -0.086, -1.002, -0.589, 0.744, -1.022, -0.543, 0.427, -1.064, 0.772, 0.108, -0.148, -0.719, 1.287, -0.998, -0.514, -0.543, -0.276, -0.851, -0.225, -0.574, 0.142, 0.089, -0.095, -0.208, 0.424, 0.282, 0.276, 0.123, -0.073, 0.311, 0.293, 0.484, -0.478, 0.241, 0.057, 0.200, 0.127, 0.354, 0.383, 0.110, 0.282, 0.270, 0.259, 0.157, -0.478, 0.420, 0.426, 0.108, 0.502, 0.222, 0.346, 0.306, -0.012, 0.009, 0.338, 0.284, 0.208, 0.628, 0.071, 0.332, 0.238, 0.338, 0.290, 0.326, 0.236, 0.307, 0.436, 0.149, 0.313, 0.306, -1.045, -0.196, -0.418, 0.216, 0.356, 0.378, 0.115, 0.371, 0.245, -1.038, 0.157, -0.446, 0.296, 0.385, 0.175, 0.344, -0.098, 0.065, -1.112, -0.007, -0.507, 0.272, 0.321, 0.331, 0.193, 0.256, 0.285, -0.622, -0.332, -0.382, 0.306, -0.117, 0.404, 0.312, 0.294, 0.236, -1.148, -0.271, -0.550, 0.278, 0.378, 0.367, 0.283, 0.299, 0.175, -1.195, 0.467, -0.576, 0.340, 0.273, 0.365, -0.151, 0.168, 0.332, -0.279, -0.029, -0.569, 0.309, 0.327, -0.334, 0.352, -0.087, 0.301, -0.985, -0.320, -0.463, 0.268, 0.353, 0.306, 0.338, 0.277, 0.167]
}

***

[2]
{
  "formula": "C39H99AgN3O38P6S2",
  "method": "the ωB97M-V functional and the def2-TZVPD basis",
  "s_squared": 0.754,
  "spin_multiplicity": 2,
  "total_energy_ev": -205730.3758,
  "lumo_ev": [3.5, 3.5],
  "total_charge": -2,
  "symbols": ["Ag", "S", "O", "O", "O", "O", "S", "O", "O", "O", "O", "C", "C", "O", "P", "O", "O", "C", "C", "O", "C", "C", "H", "H", "H", "H", "H", "H", "H", "H", "H", "H", "H", "H", "H", "H", "H", "C", "C", "O", "P", "O", "O", "C", "C", "O", "C", "C", "H", "H", "H", "H", "H", "H", "H", "H", "H", "H", "H", "H", "H", "H", "H", "C", "C", "O", "P", "O", "O", "C", "C", "O", "C", "C", "H", "H", "H", "H", "H", "H", "H", "H", "H", "H", "H", "H", "H", "H", "H", "C", "C", "O", "P", "O", "O", "C", "C", "O", "C", "C", "H", "H", "H", "H", "H", "H", "H", "H", "H", "H", "H", "H", "H", "H", "H", "C", "C", "O", "P", "O", "O", "C", "C", "O", "C", "C", "H", "H", "H", "H", "H", "H", "H", "H", "H", "H", "H", "H", "H", "H", "H", "C", "C", "O", "P", "O", "O", "C", "C", "O", "C", "C", "H", "H", "H", "H", "H", "H", "H", "H", "H", "H", "H", "H", "H", "H", "H", "C", "N", "O", "O", "H", "H", "H", "C", "N", "O", "O", "H", "H", "H", "C", "N", "O", "O", "H", "H", "H"],
  "xyz": [[2.2554, -0.3854, -0.0648], [-0.4041, -0.7071, 0.8216], [0.6809, 0.1392, 1.3626], [-1.5530, -0.0453, 0.2714], [0.2878, -1.5328, -0.1141], [-1.0677, -1.4151, 1.8973], [3.7234, 0.5825, -2.2193], [5.0044, 1.1391, -2.4798], [2.8852, 0.5317, -3.3944], [3.8013, -0.7194, -1.5588], [2.9478, 1.2501, -1.1612], [-6.1608, 1.6907, -3.4884], [-4.6744, 1.7445, -3.0888], [-4.4104, 1.2004, -1.7874], [-4.2581, 2.0988, -0.4627], [-3.8386, 1.1899, 0.6830], [-3.3173, 3.4147, -0.7451], [-1.9282, 3.3312, -0.2795], [-1.1946, 4.4246, -1.1524], [-5.7470, 2.7168, -0.4073], [-6.2705, 3.2456, 0.7664], [-7.6027, 3.9330, 0.4364], [-6.3716, 2.0938, -4.4790], [-6.5443, 0.6707, -3.4610], [-6.7281, 2.2316, -2.7309], [-4.0463, 1.3163, -3.8700], [-4.2961, 2.7543, -2.9295], [-1.8290, 3.6612, 0.7546], [-1.4084, 2.3921, -0.4694], [-1.0456, 4.1256, -2.1900], [-1.6697, 5.3853, -0.9538], [-0.1588, 4.5755, -0.8483], [-6.3190, 2.4335, 1.4918], [-5.6283, 4.0333, 1.1603], [-7.5441, 4.6387, -0.3923], [-8.3981, 3.1999, 0.3021], [-7.9065, 4.4436, 1.3502], [8.0932, 0.9427, 0.3815], [6.5507, 1.1180, 0.4718], [6.2177, 1.5291, 1.8553], [4.6750, 1.3886, 2.3801], [3.8095, 0.5986, 1.4519], [4.8780, 0.7063, 3.8727], [5.8162, 1.3354, 4.7798], [6.4194, 0.2416, 5.5452], [4.2396, 2.9467, 2.7058], [3.7211, 3.6909, 1.5656], [4.2222, 5.1396, 1.7303], [8.6449, 1.8385, 0.0966], [8.5918, 0.6367, 1.3012], [8.4140, 0.2366, -0.3845], [6.3868, 1.8544, -0.3150], [5.8985, 0.2954, 0.1784], [6.5625, 2.0052, 4.3525], [5.3142, 1.9556, 5.5223], [7.1431, 0.6295, 6.2622], [5.6691, -0.4410, 5.9443], [6.9163, -0.2939, 4.7363], [3.9765, 3.3759, 0.5538], [2.6384, 3.5708, 1.5305], [4.1246, 5.5813, 2.7220], [5.2876, 5.2203, 1.5146], [3.6020, 5.7877, 1.1111], [-6.2689, -6.6108, 0.1180], [-5.3203, -5.5628, -0.5659], [-5.3071, -4.3531, 0.1190], [-4.5414, -3.0864, -0.5766], [-4.1126, -2.0394, 0.3863], [-5.4738, -2.6580, -1.8365], [-5.7974, -3.3558, -2.9846], [-6.1596, -2.1818, -3.9566], [-3.3515, -3.8165, -1.3958], [-2.3540, -3.0763, -2.1519], [-1.4432, -4.1078, -2.8670], [-5.9413, -6.9342, 1.1061], [-7.2872, -6.2234, 0.1501], [-6.2390, -7.4753, -0.5451], [-4.3574, -6.0562, -0.4330], [-5.4852, -5.5057, -1.6418], [-4.9496, -3.8939, -3.4086], [-6.6375, -4.0494, -2.9521], [-6.0888, -2.5485, -4.9806], [-7.1544, -1.7586, -3.8173], [-5.4647, -1.3427, -3.9222], [-2.8074, -2.5185, -2.9713], [-1.7866, -2.3686, -1.5476], [-0.8021, -4.4980, -2.0766], [-2.0035, -4.8734, -3.4038], [-0.8940, -3.6254, -3.6756], [-5.3937, 4.2761, 4.3076], [-4.6295, 3.0343, 4.0807], [-3.3697, 3.0546, 4.7178], [-2.2721, 1.9345, 4.3643], [-2.7152, 0.7929, 3.5093], [-1.7440, 1.5877, 5.8235], [-2.5580, 1.2663, 6.8988], [-2.9571, -0.2515, 6.8840], [-1.0329, 2.8474, 3.6839], [-0.3836, 3.8209, 4.3931], [0.6815, 4.3263, 3.4030], [-6.3861, 4.4389, 3.8871], [-5.6127, 4.3685, 5.3714], [-4.7489, 5.1154, 4.0469], [-5.1673, 2.1891, 4.5103], [-4.6347, 2.7711, 3.0230], [-2.1216, 1.5070, 7.8682], [-3.4774, 1.8508, 6.9325], [-2.2166, -0.9441, 7.2840], [-3.9029, -0.4719, 7.3789], [-3.2885, -0.3438, 5.8497], [-1.1084, 4.5758, 4.6977], [-0.0227, 3.3377, 5.3010], [1.0980, 3.4296, 2.9441], [0.1928, 5.0038, 2.7029], [1.4819, 4.9568, 3.7901], [2.5002, -6.1662, 4.3636], [2.8886, -5.7023, 3.0160], [2.4692, -4.3804, 2.7939], [3.4424, -3.5152, 1.7344], [2.9596, -2.1886, 1.3794], [4.9266, -3.5587, 2.3800], [5.6316, -2.3795, 2.6792], [6.9509, -2.7854, 3.2666], [3.6293, -4.5582, 0.4819], [2.5697, -4.9061, -0.3539], [2.2534, -3.8249, -1.3636], [3.0786, -6.9410, 4.8667], [2.2218, -5.4136, 5.1012], [1.4934, -6.5824, 4.3306], [3.9740, -5.7768, 2.9496], [2.6828, -6.5066, 2.3097], [5.8702, -1.8816, 1.7394], [5.1434, -1.7451, 3.4190], [7.4257, -3.4376, 2.5336], [7.7077, -2.0018, 3.3042], [6.9108, -3.3715, 4.1847], [2.7765, -5.8999, -0.7512], [1.6806, -5.0655, 0.2562], [3.1789, -3.3081, -1.6176], [1.8669, -4.1873, -2.3162], [1.5261, -3.1771, -0.8742], [-3.6918, -2.4228, -6.8200], [-2.8880, -1.5369, -7.7046], [-2.6632, -0.1717, -7.1409], [-1.1387, 0.4486, -6.9547], [-0.0906, -0.3164, -7.7224], [-1.2325, 2.0480, -7.2635], [-2.1258, 2.8753, -6.5304], [-1.8023, 4.3517, -6.5292], [-0.8028, 0.4361, -5.3959], [-0.2546, -0.7466, -4.8698], [-0.2462, -0.5615, -3.3584], [-3.9411, -3.3513, -7.3337], [-3.1137, -2.4958, -5.8989], [-4.5728, -1.9037, -6.4425], [-1.9846, -2.0540, -8.0281], [-3.4550, -1.4547, -8.6318], [-3.0844, 2.7238, -7.0265], [-2.1215, 2.5803, -5.4811], [-1.7386, 4.9268, -7.4529], [-2.5568, 4.7510, -5.8514], [-0.8284, 4.3890, -6.0411], [-0.8593, -1.5645, -5.2616], [0.7942, -0.7707, -5.1655], [-0.0295, 0.4600, -3.0459], [-1.2374, -0.7200, -2.9335], [0.4371, -1.2777, -2.9020], [1.0800, -0.6384, 4.4474], [1.2258, -1.0516, 5.8886], [0.3035, -1.6536, 6.5537], [2.3967, -0.9483, 6.2988], [2.0264, -0.7547, 3.9195], [0.6835, 0.3619, 4.2732], [0.4486, -1.3629, 3.9330], [6.5369, -1.9123, -1.8175], [7.8323, -2.6117, -2.0215], [8.8349, -2.1409, -1.5046], [7.8201, -3.7157, -2.5587], [6.2482, -2.5261, -0.9642], [5.9990, -2.0700, -2.7523], [6.8007, -0.8763, -1.6048], [3.8074, 3.8216, -2.5211], [3.7284, 5.0749, -3.3551], [2.6395, 5.5412, -3.3708], [4.6959, 5.6697, -3.8711], [3.6735, 4.1586, -1.4932], [4.8160, 3.5187, -2.8022], [3.1120, 3.1076, -2.9623]],
  "mulliken_charge": [0.534, 0.431, -0.115, 0.027, -0.782, -0.725, 0.174, -0.718, -0.397, -1.088, 0.064, -1.035, -0.087, 0.250, -0.197, -0.278, -0.347, 0.902, -1.584, -0.196, 0.012, -1.456, 0.395, 0.107, 0.199, 0.227, 0.438, -0.073, 0.000, 0.338, 0.375, 0.347, 0.274, 0.252, 0.309, 0.315, 0.419, -1.460, 1.168, -0.442, -0.977, 2.385, -0.047, -0.336, -0.949, -0.306, 1.079, -1.766, 0.390, 0.364, 0.365, 0.026, -0.601, 0.373, 0.256, 0.416, 0.200, 0.037, -0.358, 0.055, 0.389, 0.372, 0.437, -1.389, 0.086, -0.343, 0.460, -0.389, -0.142, -0.201, -1.104, -0.116, 1.618, -1.388, 0.302, 0.350, 0.385, 0.217, 0.208, 0.301, 0.355, 0.416, 0.448, -0.043, -0.156, -0.758, 0.193, 0.452, 0.251, -1.455, 0.657, -0.484, 0.282, -0.268, -0.357, -0.343, -0.817, 0.600, -0.626, -0.640, 0.319, 0.387, 0.331, 0.266, -0.309, 0.365, 0.248, 0.207, 0.378, 0.178, 0.330, 0.301, -0.206, 0.377, 0.415, -1.487, -0.050, -0.170, -0.860, 1.463, -0.462, 1.174, -1.968, -0.424, -0.672, -0.055, 0.344, 0.331, 0.381, 0.245, 0.270, -0.162, 0.025, 0.483, 0.378, 0.367, 0.448, 0.315, 0.009, 0.489, -0.369, -0.533, -0.500, -0.302, 0.619, -0.837, -0.398, 0.299, -1.384, 0.218, -0.347, -0.021, 0.432, -0.004, 0.087, 0.365, 0.391, 0.229, 0.062, 0.333, 0.357, 0.344, 0.106, 0.324, 0.401, -0.194, -0.216, 0.164, 0.981, -0.584, -0.579, -0.246, -0.149, 0.242, 0.115, 0.926, -0.597, -0.610, 0.052, 0.192, -0.208, -0.062, 0.920, -0.566, -0.633, -0.101, 0.214, 0.127]
}

***

[3]
{
  "formula": "C3AlO2",
  "method": "the ωB97M-V functional and the def2-TZVPD basis",
  "total_energy_ev": -13788.1014,
  "lumo_ev": [-7.0, -8.7],
  "total_charge": 1,
  "symbols": ["O", "C", "C", "C", "O", "Al"],
  "xyz": [[0.6209, -1.1728, 0.4471], [1.0295, -0.0588, 0.9600], [1.1417, 1.2068, 1.0005], [-1.4558, 1.1796, -0.7023], [-1.3932, 0.0267, -0.6363], [0.0569, -1.1814, -1.0689]],
  "mulliken_charge": [-0.175, 0.562, -0.384, 0.337, 0.024, 0.636]
}

***

[4]
{
  "formula": "C3Br2F2",
  "method": "the ωB97M-V functional and the def2-TZVPD basis",
  "total_energy_ev": -148627.1454,
  "lumo_ev": 0.2,
  "symbols": ["C", "C", "C", "F", "F", "Br", "Br"],
  "xyz": [[0.6564, 0.8385, -0.1575], [0.3983, -0.1908, -0.9820], [-0.2570, -0.1820, 0.3075], [-1.9838, 0.0971, 0.3815], [-0.1550, -1.0187, 1.3118], [1.6714, 2.2945, 0.2591], [0.7750, -1.0820, -2.5306]],
  "mulliken_charge": [-0.053, -0.058, 0.842, -0.455, -0.196, -0.040, -0.041]
}